[1]
C22H49CeN2P3S2 as an isolated structure in a non-equilibrium geometry. Source: the OMol25 dataset; level of theory: wB97M-V/def2-TZVPD.

Structure (XYZ):
```
79
Properties=species:S:1:pos:R:3:forces:R:3
H 3.10868 -0.95158 2.05355 0.2 0.5 0.2
H -4.35004 0.62694 2.88402 0.3 0.1 -0.1
H -2.41643 4.09201 -2.01007 0.4 0.1 -0.3
H 2.15705 -0.85133 -4.65375 0.0 0.2 0.2
C -6.50274 -0.15701 -2.46354 -0.2 0.1 0.0
H 3.14657 -1.08779 -1.15494 0.1 0.2 -0.3
P -2.32987 -0.61634 2.31901 -0.7 -0.2 0.7
H -4.92589 -1.25106 -1.43121 -0.3 0.2 -0.2
C -3.27692 0.85176 2.88916 0.3 0.5 0.0
H 2.27274 -3.14190 -1.37420 0.0 -0.2 0.2
C -1.62366 -1.17625 3.91353 0.2 -0.1 -0.1
H -4.62580 -1.41468 2.49982 0.4 -0.3 -0.1
H 5.07721 1.99757 -0.65400 0.0 0.0 0.1
H -4.40991 3.00993 -1.66268 -0.3 0.0 0.0
S -3.16301 0.80317 -0.47644 2.1 -0.2 0.2
H 2.13406 -4.34631 -0.05643 0.0 0.3 -0.1
C 2.71893 0.97266 1.80685 0.8 -0.3 -0.3
H 3.42169 0.66414 -1.13816 0.0 -0.2 -0.2
H 4.48664 3.65635 0.94628 0.0 -0.2 0.2
P 0.29716 -2.77363 0.01860 0.4 -1.4 -0.1
H -3.87575 -1.94588 0.96603 -0.1 0.0 0.4
H -2.97822 1.09278 3.91927 -0.1 0.0 -0.3
H -2.40537 2.53100 -3.93398 0.2 0.3 0.1
S 0.99071 0.66177 1.84530 0.7 0.0 0.1
H 0.59283 -4.37031 1.79987 -0.2 0.2 0.0
H -7.07736 -1.05126 -2.71495 0.2 0.3 0.1
C 1.33970 -0.99073 -3.93936 -0.5 -0.3 0.0
P 1.53940 0.06032 -2.49284 1.6 -1.6 -0.5
C -1.63360 3.29879 -3.81272 0.3 0.2 0.2
H 5.05520 2.72182 2.31983 -0.2 0.0 -0.3
C 3.16933 -0.18723 -1.78215 0.2 -0.1 0.2
H 3.38565 0.41329 4.77546 0.1 0.0 0.0
C 5.34888 1.77687 0.38292 0.2 -0.3 -0.2
H 5.20269 0.70843 0.57634 0.2 0.3 -0.1
H 5.42114 -0.73050 2.78053 -0.1 0.2 0.0
C -5.30914 -0.28090 -1.75746 0.3 0.6 0.2
H 1.89156 2.42228 -2.22796 -0.2 -0.2 0.0
H -0.86448 3.37047 -4.59791 -0.5 0.0 0.3
Ce -0.74619 -0.02656 -0.17820 -3.0 1.4 1.5
H -3.45329 -2.78105 2.49892 -0.2 0.3 -0.2
C 2.02447 -3.28313 -0.31471 0.1 0.2 0.0
H 0.39517 -0.75967 -4.44553 0.1 0.0 0.0
H 0.57186 -2.69490 2.42190 -0.1 -0.2 -0.1
H -1.67191 -3.98939 -0.71534 0.2 -0.1 -0.1
H -0.97347 -2.04518 3.75772 -0.2 0.2 0.3
H 1.86692 1.94755 -3.92673 -0.1 -0.5 0.1
H -0.89789 4.96008 -2.68992 -0.4 -0.4 0.0
H 3.73151 -1.31060 4.52553 0.0 0.1 0.0
H 2.41073 2.89957 1.48265 0.4 -0.1 0.1
H -6.56689 3.22604 -2.91250 0.0 -0.2 0.1
C 4.56252 2.63828 1.34187 -0.3 0.6 0.4
H 5.14541 0.98775 3.03892 -0.1 -0.3 0.1
C 1.37171 1.78466 -2.95551 -0.6 0.7 0.7
H -1.03330 -0.34949 4.33321 -0.1 -0.3 0.0
N 3.60214 -0.05590 2.02626 -1.4 0.4 0.5
H -0.19477 -5.01595 -0.76113 -0.2 0.2 -0.1
H -3.08727 1.70986 2.23225 -0.2 -0.1 0.3
C -6.99143 1.10221 -2.83929 0.3 0.0 0.1
H 1.30677 -2.04483 -3.63962 0.1 0.2 0.0
H -7.96243 1.19483 -3.33551 0.5 -0.1 0.1
H -2.44011 -1.44333 4.60006 0.3 0.1 -0.1
H 0.84322 -0.76510 -1.41746 0.8 1.0 -1.7
C 4.66920 0.00732 3.08311 0.5 -0.1 -0.6
H 0.32994 2.12766 -3.03790 0.1 0.0 -0.1
C 4.15069 -0.30293 4.46530 -0.2 0.1 0.1
C -3.70601 -1.81088 2.04493 0.2 -0.3 -0.4
C -0.60462 -4.01773 -0.96852 -0.1 0.2 -0.1
H 4.98042 -0.25043 5.17239 -0.1 0.0 0.0
C -1.63676 4.15107 -2.77968 0.0 -0.3 -0.2
C -6.22698 2.24689 -2.58243 0.0 -0.3 0.1
H -0.49127 -3.78975 -2.03674 -0.1 -0.2 0.2
H -0.96224 -3.49079 1.97563 0.2 0.0 -0.1
C -4.58366 0.88487 -1.42205 -2.0 0.0 -1.5
H 6.41363 2.00725 0.49170 -0.2 -0.1 0.0
C 0.09963 -3.39321 1.72015 0.0 0.2 0.2
N 3.15112 2.20350 1.54352 -0.2 -0.6 0.2
C -5.02893 2.14318 -1.87762 0.1 -0.6 0.2
H 2.72520 -2.69609 0.29281 -0.1 -0.2 -0.1
H 3.91752 -0.31331 -2.57402 -0.1 0.2 0.2
```
Forces are in eV/Å.

Summary:
Charge: +3
Relative energy (zero: lowest compared OMol25 entry of this formula, charge and spin), kcal/mol: 0.00
Spin multiplicity: 2
E_HOMO (spin up / spin down), eV: -14.840 / -14.859
E_LUMO (spin up / spin down), eV: -10.15 / -10.11
Frontier orbital gap (spin up / spin down), eV: 4.69 / 4.75
Calculated total energy, eV: -89029.517

[2]
A 5-piece molecular cluster, C22H49FO10S overall in a non-equilibrium geometry. Source: the OMol25 dataset; level of theory: wB97M-V/def2-TZVPD.

Structure (XYZ):
```
83
Properties=species:S:1:pos:R:3:forces:R:3
C -2.84063 -0.79488 -4.81454 0.9 0.9 1.4
O -1.32478 1.74475 -2.04209 -2.6 -3.4 0.7
C -2.98141 3.91952 -4.56213 -0.7 -1.4 -0.4
H 0.96445 -5.25219 -3.50577 0.0 -0.1 0.0
H 3.45895 3.51127 1.67833 0.1 0.0 0.0
H -2.30492 1.62521 2.32097 0.0 0.1 0.2
H 5.16526 5.85725 2.69748 0.0 -0.1 0.0
H 0.65473 -7.75215 -3.12864 0.1 0.0 0.0
O -0.77840 2.99701 -5.06033 -3.1 -1.6 -0.1
H -1.93088 -3.76376 4.20667 0.0 0.0 0.1
H 0.68838 2.16869 1.99550 0.0 0.0 -0.1
C 0.04626 -5.77153 -3.79802 0.1 -0.1 0.0
H 0.47234 5.49596 3.78736 0.0 -0.1 0.0
H 0.05115 -5.20927 4.61162 0.1 0.1 -0.2
H 1.95744 4.09102 -0.70024 0.0 0.1 0.0
C 5.04777 4.89418 2.19380 0.1 0.1 -0.1
H -0.22145 4.73349 2.35611 0.1 0.0 0.0
H 3.21532 4.38929 3.17444 -0.1 0.1 -0.1
C 0.30696 -7.24963 -4.03276 0.0 -0.1 0.1
H 1.44747 -1.83990 5.48356 0.0 0.1 0.0
C 0.46410 -5.47449 -0.85836 0.1 0.0 -0.1
C -1.44064 2.28500 2.42409 -0.1 0.0 0.0
H -0.75619 -7.12540 -1.55675 0.1 0.0 0.0
C -0.31055 3.52033 4.16117 0.0 0.1 -0.1
H -1.20932 -2.47119 5.16160 0.0 0.0 0.1
H -0.34030 1.25517 0.89316 0.0 0.0 0.0
H 3.13861 4.83961 -1.79446 0.0 0.0 0.1
C -1.99133 2.76306 -5.06891 1.4 2.3 0.1
H 0.65247 3.01722 4.02167 0.1 0.0 -0.1
C 1.83567 -1.69041 4.47365 0.0 -0.1 0.2
H -4.01661 3.74718 -5.01992 1.4 0.3 0.7
H -0.28050 -5.31754 -4.73607 -0.1 0.1 0.2
H -1.64815 3.16379 1.80542 0.1 0.0 -0.1
H 1.37770 -5.74150 -1.39393 0.0 -0.1 0.1
H 2.30729 6.49213 -0.15868 0.0 0.0 0.2
O -3.49907 0.23853 -2.52084 3.0 -0.8 0.7
C -3.05558 -0.96393 -3.22088 -0.3 -2.0 -2.0
H -0.41270 3.70024 5.23378 -0.1 -0.2 0.0
O -2.93693 1.18098 -0.23543 1.9 -2.5 -3.4
C 0.89246 -2.23909 3.41645 0.0 0.1 0.1
H 1.98663 -0.61830 4.32938 0.0 -0.1 0.0
H -1.28955 5.36410 3.60718 0.1 0.0 0.1
H -3.86927 -0.62786 -5.25492 1.4 -0.3 0.2
H 3.67830 3.77305 -0.49669 0.0 0.0 -0.1
H -2.33706 -1.75570 -5.15661 -1.0 1.1 0.3
O 2.74961 5.45030 1.51811 -0.2 0.1 0.1
O -0.98203 -5.52115 -2.84890 -0.3 0.2 -0.1
H -1.31025 0.07074 -6.15238 -0.6 0.5 1.4
H -0.60746 -7.75262 -4.35750 0.1 0.1 0.0
H -0.03222 0.65499 2.53387 -0.1 0.0 0.0
H 1.07124 -7.38252 -4.80269 -0.1 0.0 0.0
H -1.65493 -5.74841 -0.95441 0.0 0.0 -0.2
O -1.37367 2.65318 3.79419 -0.1 -0.1 0.2
H 5.63281 4.14374 2.73002 0.0 0.0 0.0
O 0.69376 -3.64209 3.50598 0.0 -0.2 -0.2
H -1.63718 -3.99419 5.94283 0.0 0.0 -0.1
H 5.47263 4.99591 1.19276 0.0 -0.1 0.0
F -0.61353 -1.77510 -3.32199 -2.1 0.7 1.1
H 4.02265 6.23017 0.08166 0.1 0.0 0.0
H 0.82797 -3.95034 5.54979 0.0 0.1 0.0
C 2.95083 4.54319 -0.75934 0.0 -0.1 0.0
H -1.01710 0.56463 -4.42127 -1.2 0.1 -0.8
H 0.54739 -5.86385 0.15841 0.0 0.1 0.0
H -0.07033 -1.71804 3.43945 0.0 0.0 0.1
H -3.89424 -1.74707 -3.18571 1.0 1.3 0.6
C -1.77674 -1.63903 -2.48858 0.4 0.3 -0.2
O -2.60432 1.58018 -5.52347 1.2 1.3 2.0
C 0.13589 -4.12573 4.71970 -0.1 0.1 0.0
H 1.32188 -2.04840 2.42956 -0.1 -0.2 0.0
H 2.80526 -2.19250 4.41928 -0.1 0.1 0.0
O -1.43505 -0.73378 -1.40362 -1.5 0.2 -0.8
C -0.77538 -6.03101 -1.53884 0.2 0.0 0.1
C 3.58324 4.49181 2.15009 0.1 0.0 0.0
H -1.95276 -2.70821 -2.12331 0.2 1.7 -0.2
C 3.04189 5.74953 0.15997 0.1 -0.1 -0.1
C -0.21096 1.55120 1.93287 0.3 0.0 0.1
H 0.41950 -4.38295 -0.81377 0.0 -0.1 0.0
C -1.23806 -3.55360 5.02552 -0.1 0.1 0.0
S -2.26099 0.71729 -1.48825 -0.1 4.0 1.4
C -0.33849 4.85360 3.43417 0.0 0.1 -0.1
H -3.06471 3.79739 -3.42489 0.2 0.3 -1.6
C -1.83747 0.39873 -5.18485 0.4 -1.7 -1.6
H -2.62220 4.95469 -4.84092 -0.1 -1.5 0.4
```
Forces are in eV/Å.

Summary:
Spin multiplicity: 1
SMILES: CC(=O)OCC[C@@H]1OS(=O)(=O)O[C@@H]1F.CCOCC.CCOCC.CCOCC.CCOCC
E_HOMO, eV: -9.304
E_LUMO, eV: 0.29
Frontier orbital gap, eV: 9.59
Calculated total energy, eV: -57631.946

[3]
C22H49N2P3PtSSe as an isolated structure in a non-equilibrium geometry. Source: the OMol25 dataset; level of theory: wB97M-V/def2-TZVPD.

Structure (XYZ):
```
79
Properties=species:S:1:pos:R:3:forces:R:3
H -1.90081 2.76652 5.22660 0.2 0.2 -0.1
H -1.97339 -2.21017 -0.69818 -0.2 0.1 0.1
H 0.24338 3.28411 1.89038 0.0 0.3 -0.2
H 3.19915 0.77485 1.17009 -0.4 -1.0 -0.1
H 1.62816 0.05073 2.08652 1.6 0.7 0.6
H 4.40709 -5.24123 1.02771 -0.1 0.0 0.0
H 1.15885 1.00142 4.37771 -0.1 -0.1 0.2
H 1.55329 2.04183 3.01801 -0.2 0.1 0.1
H -0.23596 3.31373 5.61159 -0.3 -0.1 -0.1
H -3.42023 -1.15044 -0.72288 0.1 -0.2 0.2
P -1.39336 0.10770 -0.83562 -0.6 0.4 -0.6
C -2.38118 1.59080 -0.48137 -0.3 -0.1 0.0
H -0.19538 -2.45322 -1.79294 0.3 0.0 0.0
C 0.61861 -4.58079 1.61974 -0.9 -0.1 0.8
H -3.40773 -0.08607 3.45034 -0.1 0.1 0.0
H 3.18965 3.84500 -0.10501 -0.2 -0.2 -0.2
H 1.38284 -3.17370 -2.20309 -0.2 -0.1 0.1
C 2.00187 -0.26047 -2.70398 -0.1 -0.4 -0.1
H -3.48803 3.66098 3.55735 0.1 -0.1 -0.1
H 1.27118 -2.99191 2.93922 0.2 -0.2 -0.2
H -2.14314 3.78699 2.38606 -0.1 -0.2 0.2
C -1.27441 1.47226 3.14213 -0.1 2.4 1.9
C 0.36090 3.60853 0.85440 -0.1 0.0 0.4
H -2.45351 -1.34294 0.78776 -0.1 0.0 -0.2
H -1.03935 0.93230 -3.10590 -0.1 -0.3 0.1
C -3.00065 3.18409 2.70036 -0.2 0.5 0.1
C -1.46093 0.02156 -2.66257 -0.1 0.0 0.2
H 2.51411 -0.99080 -3.34298 -0.1 0.3 -0.1
C 1.58793 -3.77772 2.25016 0.7 0.2 0.6
H -4.59037 1.18364 3.04492 0.2 -0.1 0.0
C -3.60793 0.77176 2.80161 0.0 -0.3 0.0
H 3.61024 2.18032 -0.63989 -0.1 0.2 0.2
H 1.43718 2.74841 4.63115 -0.1 -0.3 -0.2
H 0.76618 -3.22952 -0.51864 0.2 0.2 -0.2
N -0.42340 2.30984 3.79827 -0.9 -1.8 -0.6
H -1.16487 4.19278 4.39727 -0.1 -0.2 0.2
H 0.90873 4.55930 0.84898 0.0 -0.2 -0.1
H 2.69942 -6.73699 -0.00249 -0.1 0.0 0.2
H 4.57474 -0.81674 2.42634 -0.3 0.5 0.4
Pt 0.60482 0.15195 0.39992 -1.0 0.2 -0.3
H -3.60035 0.43689 1.75410 -0.2 0.2 0.3
C 0.82247 2.87945 -1.80261 0.1 -0.3 -0.1
C 2.74095 0.08382 1.88217 0.5 -0.5 1.1
C 1.02673 -5.70489 0.87250 0.3 -0.3 -0.7
H -3.72329 3.17516 1.87240 0.2 -0.3 0.3
C 2.93940 -4.02321 2.03374 -0.7 0.5 0.4
P 1.24503 2.34800 -0.10459 0.3 1.4 -1.0
C 3.01670 2.77468 0.06964 0.0 -0.2 0.2
H 1.06385 0.04303 -3.17932 0.3 -0.1 0.1
H 3.78596 -2.25969 -1.49120 0.0 0.3 0.2
H -2.27730 1.90962 0.56659 0.0 -0.1 -0.5
H 0.26591 -6.41075 0.52833 0.4 0.2 -0.1
C 3.38569 -1.64279 -0.67178 0.1 -0.2 0.1
C -2.41337 -1.28713 -0.30681 -0.2 -0.1 0.0
C 3.34920 -5.06703 1.20185 -0.2 -0.1 -0.2
H 2.65052 0.61453 -2.56654 -0.1 -0.3 0.0
H 3.34637 -2.23827 0.24438 0.0 0.1 -0.2
P 1.72470 -1.09706 -1.11637 1.1 -0.2 -0.8
H 3.36121 2.56475 1.08777 0.0 0.2 -0.2
H -0.95517 -0.86443 -3.06220 -0.1 0.2 0.1
C 1.00247 1.99842 3.96162 0.3 0.2 -0.4
H 1.16192 2.15983 -2.55348 0.0 0.3 0.2
H 3.68274 -3.40267 2.52241 -0.1 -0.1 0.0
C 0.82353 -2.62943 -1.43450 -0.1 -0.2 -0.2
H -2.05532 2.38936 -1.15734 -0.2 -0.1 0.3
C 3.52111 -0.64919 2.69207 0.3 0.5 -0.1
H -2.52377 -0.03302 -2.93752 0.2 0.0 0.0
H 1.30468 3.84581 -1.99856 -0.1 -0.2 0.1
C -0.97928 3.19679 4.81761 -0.3 0.9 0.3
H -0.26107 3.00612 -1.91203 0.3 0.0 0.1
H -1.67424 -4.32690 0.63057 -0.1 -0.5 0.1
H 4.02107 -0.76893 -0.48780 0.0 -0.3 -0.2
S -0.73766 -0.05431 2.58378 -0.3 -0.4 0.0
C 2.38813 -5.90411 0.62238 -0.9 -0.3 0.0
Se -1.23649 -4.22102 2.03473 1.6 0.0 -0.5
H -0.62997 3.77592 0.41853 0.2 0.0 0.1
H -3.43674 1.37080 -0.69505 0.2 0.2 0.0
H 3.21521 -0.96623 3.69454 -0.2 -0.6 -0.6
N -2.59522 1.80735 3.04342 1.2 -0.6 -0.8
```
Forces are in eV/Å.

Summary:
Charge: +4
Relative energy (zero: lowest compared OMol25 entry of this formula, charge and spin), kcal/mol: 56.21
Spin multiplicity: 5
E_HOMO (spin up / spin down), eV: -18.121 / -20.501
E_LUMO (spin up / spin down), eV: -11.29 / -15.26
Frontier orbital gap (spin up / spin down), eV: 6.83 / 5.24
Calculated total energy, eV: -133841.246